DFT (the ωB97M-V functional and the def2-TZVPD basis) results for a cluster of 6 separate species, H13O6 in total.

Last column: Mulliken charge in e.
Element x y z (Å)
1 O 18.542000 23.666000 49.150000  -0.2413
2 H 18.538000 23.911000 50.033000  0.4638
3 H 17.703000 23.917000 48.654000  0.5182
4 H 18.818000 22.774000 49.284000  0.3499
5 O 16.215000 22.643000 49.891000  -0.6458
6 H 15.854000 21.915000 49.184000  0.3506
7 H 15.636000 23.255000 49.564000  0.2814
8 O 16.525000 24.411000 47.421000  -0.6383
9 H 17.081000 24.943000 46.710000  0.3272
10 H 15.913000 24.083000 46.890000  0.2759
11 O 18.949000 25.482000 51.228000  -0.7208
12 H 19.703000 25.358000 51.906000  0.3544
13 H 19.579000 26.037000 50.690000  0.3485
14 O 18.448000 21.059000 47.554000  -0.6783
15 H 18.167000 20.237000 48.059000  0.3340
16 H 19.484000 21.175000 47.631000  0.3432
17 O 19.197000 21.643000 51.012000  -0.5737
18 H 19.193000 20.769000 50.946000  0.2512
19 H 19.058000 21.891000 51.944000  0.3002

Forces on atoms 1 to 2 (eV/Å):
O 0.58 1.22 -2.93
H -0.40 2.39 3.72

Orbital gap, Eh: 0.444
LUMO energy, eV: -3.212
ΔE to the lowest compared entry with this formula, charge and spin, kcal per mole: 67.7
Total charge: +1
HOMO energy, Ha: -0.56202
F_max, eV/A: 7.937

DFT (the ωB97M-V functional and the def2-TZVPD basis) results for a cluster of 6 separate species, H13O6 in total.

Last column: Mulliken charge in e.
Element x y z (Å)
1 O 0.243933 1.444305 -1.276427  -0.6585
2 H 0.624288 2.095656 -1.875671  0.3232
3 H 0.847839 0.688911 -1.253791  0.3450
4 O -0.322922 2.668388 1.481744  -0.6666
5 H -0.592453 3.586565 1.562433  0.3311
6 H -0.135627 2.517959 0.546237  0.3375
7 O -1.017189 0.503185 2.720400  -0.6095
8 H -0.845092 1.452959 2.539723  0.3907
9 H -1.008688 0.384613 3.679815  0.3451
10 O 1.215749 -1.514575 -0.464371  -0.6982
11 H 2.168091 -1.590196 -0.375080  0.3358
12 H 0.986205 -1.642394 -1.419003  0.3660
13 O 0.458883 -1.926262 -2.963674  -0.6280
14 H -0.432583 -1.663313 -3.208552  0.3028
15 H 0.824438 -2.405925 -3.713288  0.3075
16 O -0.838730 -1.090557 0.879305  -0.4644
17 H 0.105163 -1.177188 0.476438  0.4889
18 H -1.336175 -1.924052 0.973000  0.3793
19 H -0.945126 -0.408071 1.690771  0.4722

Forces on atoms 1 to 2 (eV/Å):
O -0.07 -0.02 0.27
H 0.08 -0.15 -0.07

Orbital gap, Eh: 0.452
LUMO energy, eV: -2.941
ΔE to the lowest compared entry with this formula, charge and spin, kcal per mole: 2.2
Total charge: +1
HOMO energy, Ha: -0.56026
F_max, eV/A: 0.720

DFT (the ωB97M-V functional and the def2-TZVPD basis) results for a cluster of 7 separate species, H13O7 in total.

Last column: Mulliken charge in e.
Element x y z (Å)
1 O 0.285245 0.235477 -0.040500  -1.0962
2 H 1.206906 0.441909 -0.276907  0.2867
3 O 0.557141 -0.890549 -2.367838  -0.7282
4 H 0.758513 -1.817322 -2.305227  0.2767
5 H 0.457150 -0.598362 -1.343823  0.3886
6 O -1.668460 -1.955804 0.167961  -0.6546
7 H -2.366004 -1.581384 -0.386378  0.3156
8 H -1.005677 -1.169101 0.061483  0.1588
9 O 0.423664 2.547970 -1.690081  -0.6444
10 H 0.437149 1.785851 -0.936913  0.4025
11 H 0.191763 3.213101 -1.199536  0.2771
12 O -2.114320 0.878465 0.464708  -0.6666
13 H -2.595520 0.950078 -0.198520  0.2227
14 H -1.163546 0.517032 0.359069  0.4992
15 O 0.938268 1.449956 2.239096  -0.7368
16 H 1.606277 0.830268 2.579213  0.2806
17 H 0.501440 1.065398 1.410850  0.4341
18 O 1.492008 -1.860690 1.411759  -0.7055
19 H 1.044374 -2.721404 1.368254  0.3129
20 H 1.013627 -1.320888 0.683331  0.3767

Forces on atoms 1 to 2 (eV/Å):
O 1.36 -0.34 -0.37
H -0.26 -0.12 0.50

Orbital gap, Eh: 0.387
LUMO energy, eV: 3.697
ΔE to the lowest compared entry with this formula, charge and spin, kcal per mole: 56.9
Total charge: -1
HOMO energy, Ha: -0.25068
F_max, eV/A: 12.763

DFT (the ωB97M-V functional and the def2-TZVPD basis) results for a structure of composition H14IO7.

Last column: Mulliken charge in e.
Element x y z (Å)
1 I -0.034016 -0.194919 -0.024429  -0.6021
2 O 2.117126 2.603464 -0.005769  -0.6555
3 H 1.571633 1.837945 0.165495  0.2488
4 H 1.986498 2.930019 -0.901403  0.3072
5 O 1.845824 -0.835205 -2.978614  -0.6164
6 H 1.358680 -0.712093 -2.090473  0.2696
7 H 1.479347 -1.595193 -3.241374  0.2759
8 O 3.084407 -1.756437 1.522602  -0.6583
9 H 3.241763 -1.059903 2.263923  0.3175
10 H 2.093874 -1.822958 1.298682  0.2996
11 O -2.430729 -2.306859 1.664283  -0.6559
12 H -1.965880 -3.062608 1.309383  0.3442
13 H -2.054818 -1.521211 1.181297  0.2462
14 O -2.085804 -2.183572 -1.925918  -0.6712
15 H -2.798819 -1.717281 -1.470752  0.3536
16 H -1.342726 -1.657866 -1.462697  0.2025
17 O -1.192264 2.288194 -1.246063  -0.6147
18 H -1.037072 1.325158 -1.326134  0.3731
19 H -1.967636 2.740636 -0.715195  0.2897
20 O -0.540320 2.569878 2.651017  -0.6315
21 H -0.233432 1.908313 2.034769  0.2919
22 H -1.095636 2.222499 3.297371  0.2858

Forces on atoms 1 to 2 (eV/Å):
I 0.48 -1.01 0.82
O 0.99 0.92 0.35

Orbital gap, Eh: 0.321
LUMO energy, eV: 3.050
ΔE to the lowest compared entry with this formula, charge and spin, kcal per mole: 38.8
Total charge: -1
HOMO energy, Ha: -0.20882
F_max, eV/A: 5.775

- Which value of HOMO energy does entry 2 give?
  -0.56026 Ha